Molecular formula: C14H41FHfN3O5
Method: DFT, ωB97M-V with the def2-TZVPD basis set

Results
* HOMO energy: -0.5911 Eh
* HOMO-LUMO gap: 3.7251 eV

```
! RIJCOSX wB97M-V def2-TZVPD def2/J DEFGRID3
* xyz 3 1
Hf -0.774 -1.263 1.752
F 0.650 -0.585 0.113
C -2.322 -0.091 -1.043
O -1.918 0.202 0.333
H -1.471 0.030 -1.708
H -2.833 -1.053 -1.048
H -3.167 0.573 -1.232
H -2.016 1.188 0.295
C -0.547 3.195 -0.563
O -1.662 2.904 0.305
H -0.024 2.253 -0.723
H -0.928 3.683 -1.457
H 0.147 3.838 -0.019
H -2.085 3.728 0.568
C -3.107 1.909 4.321
C -2.163 1.234 3.321
C -0.752 1.829 3.292
O 0.036 0.936 2.402
C 1.319 1.588 2.177
N -1.999 -0.230 3.579
H -4.059 1.367 4.322
H -3.499 2.910 4.137
H -2.701 1.875 5.334
H -2.642 1.419 2.360
H -0.286 1.744 4.274
H -0.804 2.832 2.878
H 2.013 0.888 1.717
H 1.836 1.873 3.097
H 1.177 2.519 1.633
H -1.664 -0.248 4.550
H -2.973 -0.471 3.804
C -0.562 -4.931 -1.010
C -0.359 -4.081 0.246
C 1.118 -3.786 0.533
O 1.220 -2.745 1.494
C 2.597 -2.333 1.584
N -1.223 -2.847 0.022
H -1.589 -5.078 -1.349
H -0.214 -5.961 -0.903
H 0.065 -4.554 -1.823
H -0.837 -4.676 1.030
H 1.628 -3.544 -0.404
H 1.632 -4.686 0.878
H 3.088 -2.095 0.637
H 3.267 -3.121 1.939
H 2.778 -1.475 2.229
H -2.115 -3.317 -0.165
H -1.043 -2.673 -0.974
C 3.443 2.217 -3.204
C 2.484 1.245 -2.512
C 1.386 0.708 -3.427
O 0.607 1.742 -4.004
C -0.592 1.248 -4.577
N 3.295 0.169 -1.904
H 4.054 2.719 -2.453
H 2.869 3.035 -3.644
H 4.109 1.782 -3.948
H 2.013 1.753 -1.664
H 0.711 0.053 -2.861
H 1.946 0.176 -4.205
H -0.451 0.615 -5.458
H -1.191 2.105 -4.871
H -1.122 0.593 -3.874
H 3.658 -0.441 -2.635
H 2.552 -0.394 -1.495
*
```

Need the Löwdin charges? In units of e they are: Hf 2.254; F -0.391; C -0.034; O -0.273; H 0.079; H 0.085; H 0.124; H 0.062; C -0.063; O -0.149; H 0.066; H 0.109; H 0.094; H 0.119; C -0.004; C -0.409; C -0.096; O -0.340; C -0.017; N -0.022; H 0.102; H 0.115; H 0.106; H 0.124; H 0.153; H 0.147; H 0.090; H 0.119; H 0.099; H 0.135; H 0.127; C -0.024; C -0.360; C -0.154; O -0.307; C -0.043; N -0.032; H 0.108; H 0.117; H 0.108; H 0.154; H 0.151; H 0.166; H 0.111; H 0.123; H 0.100; H 0.122; H 0.118; C -0.042; C -0.445; C -0.215; O -0.173; C -0.094; N 0.041; H 0.083; H 0.082; H 0.091; H 0.111; H 0.093; H 0.141; H 0.100; H 0.100; H 0.054; H 0.081; H 0.018